Entry 1:
The following is a quantum chemistry calculation of a 12-piece molecular cluster, C54H56F14O18 overall, from the OMol25 dataset.

Relative energy (zero: lowest compared OMol25 entry of this formula, charge and spin) (kcal per mole): 0.00
Lowest unoccupied orbital energy (eV): 0.42
Total charge: 0
Frontier orbital gap (eV): 9.49
E_tot (eV): -131805.0100
SMILES: CCOC(=O)C(F)(F)F.CCOC(=O)C(F)(F)F.CCOC(=O)C(F)(F)F.Fc1ccccc1.Fc1ccccc1.Fc1ccccc1.Fc1ccccc1.Fc1ccccc1.O=C1OCCO1.O=C1OCCO1.O=C1OCCO1.O=C1OCCO1

CARTESIAN COORDINATES (ANGSTROEM)
F -4.3426 0.6826 -6.0041
F 1.5663 -4.0510 -2.9253
F 4.2794 0.6697 0.3558
F 4.6509 2.8560 0.2767
F 3.3903 2.6506 -4.3222
F -0.3613 -1.2855 8.0331
F -2.2428 -2.3646 7.7637
F 3.0611 -1.4908 -1.1498
F -2.7421 -3.8497 2.1077
F -6.3890 1.4240 1.0970
F 4.1967 2.3669 -2.3835
F -0.5707 -3.1456 8.9955
F 5.4980 1.5888 1.8814
F 2.1560 1.7356 -2.8706
O -3.0848 -1.2607 -1.6814
O -0.6022 1.5257 1.0874
O -4.3588 -2.9863 -2.0705
O 4.3383 -0.6992 3.5145
O 4.5392 -2.3839 2.0157
O -0.9214 -4.3045 6.3527
O 2.5460 -1.5811 2.5056
O -0.5142 0.3813 3.0399
O -0.2708 3.8317 -2.4888
O 2.5413 4.1660 -1.3328
O -0.6386 5.6486 -3.7999
O 3.2160 2.8485 2.8011
O -0.2017 -0.7064 1.0781
O 2.4292 4.9431 -3.4496
O -0.1955 3.7184 -4.7089
O -2.3661 -2.8247 -3.0643
O 0.5302 -2.6164 6.0489
O 2.1437 1.5035 1.3638
C 1.1051 -4.5343 -1.7530
C -0.6128 0.2292 -4.5104
C -4.9511 3.2630 -1.6118
C -2.8670 1.0955 -4.1709
C -4.2353 2.4267 0.9910
C -3.6461 3.4881 -1.1168
C -3.3149 3.1492 0.1808
C -3.1355 0.5821 -5.4078
C 3.1115 2.6197 -3.0520
C -3.1503 -2.3722 -2.3362
C -4.7650 -1.0991 4.3672
C 3.8560 -1.4244 2.7302
C -0.3202 -4.3961 0.0866
C 5.7213 -0.6315 -4.0810
C 1.4012 5.2011 0.5306
C -3.3949 -1.0029 4.1944
C -0.4438 0.3738 1.8529
C -1.5197 0.9427 -3.7497
C 2.2349 5.4439 -0.6714
C 0.9915 -6.3116 -0.1730
C -0.2086 -0.2829 -0.3248
C -2.2143 -0.1656 -6.1895
C 4.4125 1.7455 1.0950
C -4.2763 -1.0393 -0.9516
C 4.3823 -0.8010 -4.4168
C 6.1511 -0.6824 -2.7803
C 2.0662 3.2130 3.5998
C -3.4371 -2.8752 2.7445
C -0.9090 -2.4953 7.9179
C 2.1898 2.4315 4.8603
C 1.5249 -5.7991 -1.3874
C 2.2619 -2.6211 1.6140
C 1.0154 -3.2324 4.8379
C 3.9040 -1.0804 -2.1048
C 3.6332 -3.2592 1.4382
C 0.1448 -3.8329 -1.0672
C -0.7282 5.9071 -5.1744
C -0.4638 1.2425 -0.2936
C -0.4156 -3.2899 6.6602
C -5.8348 2.5557 -0.8379
C -4.8177 -3.0383 2.9101
C -0.3543 4.3633 -3.5417
C 3.3874 -1.0711 -3.4767
C -0.9361 -0.4017 -5.7379
C 2.0937 -4.3311 5.1834
C 0.1249 -5.6287 0.6004
C -5.4532 -2.0929 3.6811
C 2.5568 4.0531 -2.6423
C 3.1240 2.0234 1.8167
C -0.1296 4.6553 -5.8019
C -5.1774 -2.2218 -1.2454
C -5.4891 2.1729 0.4478
C -2.7282 -1.8583 3.3303
C 5.2104 -0.8994 -1.7430
H 0.3760 1.8043 -0.7180
H -1.8362 6.0543 -5.4869
H 6.4576 -0.3984 -4.9053
H -5.9738 -1.8514 -1.8594
H -1.0903 -3.8807 0.5510
H 5.5330 -0.8612 -0.7098
H 4.1461 -0.6162 -5.4450
H 3.9651 -3.3834 0.3393
H 2.7886 -3.8998 5.8461
H 3.2482 5.8664 -0.5499
H 1.1273 2.9517 3.0666
H -0.1973 6.8372 -5.3206
H 0.8404 -0.5800 -0.7712
H -5.3235 -3.9440 2.5314
H -4.0869 2.0088 1.9724
H -2.3618 3.2332 0.6844
H 0.4106 0.1948 -4.1468
H -3.5546 1.6553 -3.5581
H 0.8579 4.8615 -6.0786
H -0.9959 -0.7994 -0.9198
H 1.2631 6.0923 1.1031
H -6.7966 2.2818 -1.2242
H 2.5830 -4.7601 4.2945
H -4.0853 -1.0592 0.1099
H 1.8374 1.3993 4.6381
H 0.4101 4.7933 0.3521
H -4.7377 -0.0822 -1.1747
H 3.0780 2.2674 5.4434
H 1.8780 6.0569 -1.5186
H 1.3457 -7.2332 0.3277
H 3.7908 -4.2147 1.8629
H 1.5852 -3.3057 2.0662
H -2.8688 -0.2265 4.6748
H 7.1593 -0.4709 -2.5573
H -2.9838 4.1598 -1.6493
H 1.6571 -5.1827 5.7378
H 2.2653 -6.2667 -2.0548
H -5.1931 -0.4866 5.1567
H -0.7866 4.2906 -6.5913
H 2.1796 4.2762 3.6729
H 1.9147 -2.3501 0.6271
H -2.5496 -0.4913 -7.1436
H -6.5858 -2.1765 3.8501
H 0.1699 -3.5634 4.1855
H -5.2205 3.5777 -2.6002
H 1.9072 4.4975 1.2153
H -1.4132 1.5994 -0.7031
H -1.6659 -1.8504 3.2844
H 1.4831 -2.4628 4.3202
H -1.2021 1.4882 -2.8994
H 1.5233 2.6480 5.6782
H -5.6002 -2.7879 -0.3681
H -0.2994 -2.9138 -1.3819
H -0.2617 -0.8909 -6.4346
H 2.3550 -1.2972 -3.6977
H -0.4208 -6.0060 1.4891

=====

Entry 2:
The following is a quantum chemistry calculation of C54H58GeN2Pt as an isolated structure, from the OMol25 dataset.

Spin multiplicity: 2
Relative energy (zero: lowest compared OMol25 entry of this formula, charge and spin) (kcal per mole): 8.69
Lowest unoccupied orbital energy (spin up / spin down) (eV): 2.20 / 2.24
Total charge: -1
Frontier orbital gap (spin up / spin down) (eV): 5.58 / 6.48
E_tot (eV): -119685.8224

CARTESIAN COORDINATES (ANGSTROEM)
Pt -0.7934 -0.6057 -0.5437
Ge -2.3811 1.0644 -0.8660
N 0.0643 -1.0977 1.8318
N 1.5129 -0.4467 -0.4399
C -4.2429 0.6397 -1.4515
C -2.4430 3.6153 -2.3472
C -5.4519 -0.1315 -5.4545
C -1.9761 4.5931 -3.2125
C -0.5222 2.2776 -2.8127
C 4.7880 -1.9493 2.8986
C 2.2344 -2.1670 4.1385
C 2.2607 0.2875 -1.3733
C -1.3193 -3.6397 2.5969
C 2.8238 1.5194 -0.9897
C -0.1057 1.2406 3.3971
C -2.3481 -3.3542 1.5032
C -1.5717 -2.5341 4.8203
C -6.5279 0.1363 -0.7582
C -2.6288 2.0765 0.8207
C 2.3242 -1.7213 2.8439
C 0.8211 -1.2619 -4.3412
C 4.6689 -2.4163 4.2368
C -4.6391 0.3822 -2.8020
C 3.9763 2.4284 1.0645
C -6.9052 -0.1278 -2.0394
C 5.9887 -1.7869 2.1521
C 2.3778 -0.1679 -2.6955
C -0.7729 4.4130 -3.8795
C 3.5401 2.2452 -1.9314
C 2.7767 -2.5468 -3.3844
C 3.6085 -1.6183 2.2539
C -3.7387 0.5137 -3.8900
C -1.1310 -2.4411 3.5046
C -0.5732 -0.1047 3.9230
C 5.9362 -1.3195 0.8625
C 2.6410 2.0852 0.4057
C -0.5583 -1.2319 3.0861
C -1.4995 -1.4601 5.6925
C -5.9683 -0.0072 -3.0943
C 1.7265 -1.4646 -3.1274
C 1.3342 1.5619 3.8030
C 3.1052 0.5914 -3.6042
C 3.5461 -1.1299 0.9225
C -4.1286 0.2673 -5.1746
C -0.0455 3.2510 -3.6799
C -1.8820 -1.6116 -1.9197
C -1.0305 2.3780 3.8307
C -5.1981 0.5169 -0.4743
C 3.4312 -2.5142 4.8198
C 1.7107 3.2984 0.3746
C 4.7166 -0.9789 0.2215
C 3.6960 1.7866 -3.2302
C -1.0299 -0.2422 5.2280
C -0.0252 -4.2137 2.0157
C 2.1219 -0.9218 0.6337
C -1.7225 2.4421 -2.1297
C 1.3650 -1.2616 1.8069
C -6.3474 -0.2642 -4.4349
H 0.8982 3.0975 -4.1881
H 4.7336 -0.6031 -0.7923
H 2.1555 1.3268 1.0202
H 3.4085 -2.6912 -2.5080
H -2.9445 1.4178 1.6293
H -3.3133 -3.0849 1.9350
H -0.4062 5.1773 -4.5528
H -5.7527 -0.3311 -6.4758
H 2.3009 -3.4995 -3.6229
H -2.0768 2.1431 3.6326
H 3.9784 3.1931 -1.6449
H 1.2891 -2.2577 4.6549
H -3.4188 0.3816 -5.9829
H 0.0580 -0.5141 -4.1291
H -2.7236 0.8257 -3.6920
H 3.8196 2.7202 2.1036
H 1.6044 3.7222 1.3755
H -2.5527 5.4973 -3.3695
H -0.1434 1.1772 2.3050
H 0.7204 3.0256 0.0083
H -7.3682 -0.5683 -4.6333
H 2.0498 0.8589 3.3792
H -3.3687 2.8673 0.6914
H 2.1007 4.0768 -0.2843
H 0.3156 -2.1934 -4.6002
H -1.0159 0.6139 5.8912
H 4.4669 3.2619 0.5593
H -7.9191 -0.4315 -2.2719
H 1.0926 -1.7960 -2.2971
H -0.7793 3.2888 3.2838
H -2.0361 -2.5205 0.8633
H -4.9358 0.7049 0.5586
H 0.4120 -3.5423 1.2802
H 1.4412 1.5319 4.8899
H 1.6032 2.5649 3.4644
H 3.3533 -2.8668 5.8414
H -1.8743 -1.2006 -2.9306
H 3.4223 -2.2738 -4.2222
H 5.5579 -2.6894 4.7916
H 0.0519 1.3728 -2.6566
H -7.2427 0.0510 0.0509
H -1.8402 -1.5631 6.7148
H 4.2629 2.3646 -3.9492
H -1.7481 -4.4162 3.2440
H 1.3868 -0.9344 -5.2159
H -3.3904 3.7658 -1.8422
H -1.9890 -3.4750 5.1614
H 3.2090 0.2401 -4.6239
H 6.9406 -2.0300 2.6074
H -1.6832 2.5322 1.1090
H 4.6545 1.5751 1.0488
H -1.3540 -2.5769 -1.9510
H -2.4872 -4.2354 0.8745
H -2.9250 -1.7946 -1.6473
H -0.9248 2.5977 4.8945
H -0.2390 -5.1594 1.5145
H 0.7185 -4.3984 2.7924
H 6.8575 -1.1977 0.3059

=====

Entry 3:
The following is a quantum chemistry calculation of a 5-piece molecular cluster, C54H60BF3N2O13Si overall, from the OMol25 dataset.

Lowest unoccupied orbital energy (eV): 0.67
Total charge: -2
Frontier orbital gap (eV): 2.65
E_tot (eV): -103262.6654

CARTESIAN COORDINATES (ANGSTROEM)
Si -2.0143 -0.3512 6.9230
F 1.1571 -2.7959 -1.2381
F -0.7143 1.0435 3.1733
F 0.6327 -0.6682 4.1195
O -0.6554 0.9350 -8.9262
O 7.3375 2.6842 1.2450
O 4.3510 -0.4261 0.7894
O -6.0121 -1.3600 -9.3529
O -0.0001 0.2688 1.0026
O -2.5157 -0.3996 -13.2230
O 2.8820 5.4597 -0.4090
O 1.0394 -1.7028 1.5333
O -2.5880 -9.5844 -3.4947
O 3.9323 1.9603 5.2512
O -4.0005 -4.7196 -1.9281
O 1.8130 3.0262 -4.7231
O 3.2870 -1.0245 2.7194
N -1.1946 3.9228 -1.6049
N -1.4123 -1.6037 0.9805
C 4.7132 2.1269 4.3305
C 0.4409 1.4660 6.5266
C -0.1926 1.5556 -2.0426
C 4.6194 -3.5205 -0.1487
C 6.7489 3.1881 3.4690
C 0.1684 0.1486 -1.3664
C 0.8592 1.8756 9.5110
C -0.8490 2.0155 -6.8431
C -0.2275 2.5423 -5.7870
C -2.9879 -0.3530 -10.9178
C -4.6606 -1.1637 -12.6303
C 0.0254 4.7237 -1.3174
C 2.2794 5.4160 2.1101
C -1.7686 -1.1081 4.0508
C -1.5808 -2.1575 7.4381
C 3.2448 -0.7981 1.3373
C -3.8665 -0.5957 -9.9440
C -3.3181 -0.6193 -12.3340
C -5.5387 -1.4062 -11.6567
C -0.5438 -0.4032 3.2937
C -0.3352 0.9842 9.0181
C -4.5530 -7.0016 -2.0519
C 1.0402 0.2579 -0.0273
C 1.6510 2.3431 7.0163
C -0.1803 4.8772 2.9321
C -5.2085 -1.1398 -10.2400
C 3.0405 -3.4490 0.1954
C -2.9127 -8.4662 -3.1353
C 1.9858 1.5431 0.1865
C 6.5532 2.5155 2.1647
C 5.8934 3.0076 4.4750
C -2.0362 -7.2995 -3.3696
C -2.5338 -0.1491 5.0954
C 1.8836 2.5545 8.5333
C -4.1986 -8.2250 -2.4471
C 2.2935 -2.1944 -0.5188
C -2.3904 -6.0756 -2.9745
C 1.2474 2.5471 -5.6864
C 2.0079 1.9461 -6.8029
C 5.3750 1.6358 2.0212
C 1.2897 5.2103 3.2949
C 1.3861 1.4194 -7.8586
C -3.6763 -5.8344 -2.2866
C -1.0943 2.5166 -1.1114
C 0.3721 4.9053 0.2341
C 4.5175 1.4549 3.0285
C 1.8610 5.2706 0.6035
C -0.5993 4.7229 1.4228
C -0.5585 0.7586 7.4672
C 1.8590 -1.0453 0.5103
C -3.5243 0.1491 8.0486
C -0.0887 1.4152 -7.9586
C -2.9188 -3.6391 0.5948
C -1.4556 -3.0906 1.0737
B -0.2479 -0.9859 1.7505
H -3.7551 -2.9644 0.9910
H 2.9429 1.3418 -0.4320
H -4.8293 -9.0903 -2.2838
H -1.0146 0.5294 9.8147
H 5.0743 -2.5244 -0.4657
H 0.8173 -0.4286 -2.1383
H -3.0169 -4.7398 0.8913
H -0.9545 4.7147 3.7481
H 2.2271 1.7423 1.2994
H -1.3987 -2.2173 8.5776
H -2.5566 -1.5757 3.3694
H -2.0012 0.0462 -10.7184
H 1.5491 2.5200 -0.2184
H -3.9724 1.1605 7.7573
H -0.7741 2.4265 -0.0177
H -4.8868 -1.3524 -13.6726
H 3.6471 0.8112 2.9396
H -1.6855 4.4489 1.1944
H 2.3497 2.7930 6.2113
H 0.7477 2.0815 -2.4585
H 7.6183 3.8288 3.5576
H -2.4372 -2.8507 7.1069
H -2.9214 -3.5943 -0.5634
H -5.4905 -6.8069 -1.5460
H 3.0665 -1.7585 -1.2568
H 0.3340 1.3691 5.3972
H 1.0352 2.0689 10.6270
H 2.8475 -3.4965 1.3230
H 3.3735 5.6489 2.3922
H -0.7689 2.9870 -4.9605
H 5.2079 -4.0287 0.6888
H 2.5856 -4.4240 -0.2361
H 4.7049 -4.2168 -1.0747
H 1.9270 0.9747 -8.6847
H 6.0205 3.4920 5.4358
H -6.5256 -1.8054 -11.8554
H -2.3109 -1.1639 1.2248
H 1.5611 5.2802 4.3994
H -3.2021 0.1841 9.1614
H -4.3239 -0.6785 7.9675
H -1.0987 -7.4942 -3.8752
H 3.0872 1.9580 -6.7144
H -3.6570 -0.4385 5.0430
H -1.3195 -1.9893 4.6541
H -2.4851 0.9646 4.8447
H -1.1721 -3.4700 2.1174
H -1.9283 2.0035 -6.9315
H -2.0215 4.3888 -1.1915
H 2.9187 6.4367 -0.5695
H 0.9444 4.3497 -1.9119
H -0.7979 -0.4470 -1.2683
H -1.7595 -5.2102 -3.1376
H -3.6400 -0.4069 -8.9019
H -0.6270 -2.4363 6.8667
H -0.7121 -3.5163 0.3175
H -2.1665 2.0782 -1.1646
H -0.8401 1.3238 -2.9767
H 2.7617 3.2010 8.8685
H 5.2469 1.1498 1.0615
H -0.1793 5.7851 -1.7373